Density functional theory data (ωB97M-V/def2-TZVPD) for 2 unconnected molecules or ions with the total composition C9H12N2O3S at a distorted geometry.

Results
Relative energy (zero: lowest compared OMol25 entry of this formula, charge and spin) ... 5.200 eV
Strongest force on any atom ... 5.0 eV Å⁻¹
Gap between HOMO and LUMO (alpha / beta) ... 0.24609 / 0.28327 Eh
HOMO energy (alpha / beta) ... -0.279 / -0.286 hartree

Geometry as ORCA input:
```
! RIJCOSX wB97M-V def2-TZVPD def2/J DEFGRID3
* xyz 0 1
S -1.04 -0.88 -1.06
O -0.47 4.47 3.88
O -1.19 1.92 2.58
O 1.10 2.79 3.78
N -0.34 1.33 0.54
N -3.30 2.12 0.28
C -2.36 1.03 0.50
C 1.42 -0.63 -2.19
C 1.01 1.28 0.67
C 0.66 -1.19 -1.05
C -1.33 1.47 1.47
C 1.23 -2.27 -0.26
C 0.30 3.61 3.84
C 2.38 -2.89 -0.20
C -1.18 0.92 -0.51
H 1.47 1.01 1.68
H 0.46 -2.82 0.42
H 2.55 -3.63 0.61
H 0.74 -0.02 -2.81
H -3.77 2.37 1.08
H 3.29 -2.56 -0.70
H -2.65 0.07 0.84
H -1.16 1.58 -1.32
H -3.94 1.79 -0.47
H 2.30 0.00 -1.90
H 2.05 -1.41 -2.75
H 1.67 1.49 -0.09
*
```